Record 1
112
Properties=species:S:1:pos:R:3:forces:R:3 method="wB97M-V/def2-TZVPD" charge=+2 relative_energy_kj_mol=234.1 multiplicity=1 e_tot_ev=-193827.4881 homo_lumo_gap_ev=7.115 e_homo_ev=-13.1 max_force_ev_per_a=2.0
Ti -0.2502 0.7516 0.4525 -0.655 -0.279 -0.012
O -3.9347 1.3070 5.6619 -0.242 0.157 0.402
C -3.1729 1.0421 4.6166 0.541 -0.268 -0.803
C -3.3114 -0.0807 3.7912 0.030 0.116 0.060
C -2.4704 -0.2396 2.7100 -0.210 -0.123 0.048
N -1.4991 0.6190 2.3888 -0.048 0.204 -0.023
C -1.3701 1.6760 3.1941 -0.015 -0.173 0.459
Br -0.0057 2.8901 2.7363 -0.225 0.091 0.104
C -2.1412 1.9361 4.3006 -0.144 -0.102 0.037
H -4.6411 0.6608 5.8074 0.174 0.031 -0.151
H -4.0810 -0.8109 3.9853 -0.077 -0.126 -0.018
H -2.5893 -1.1034 2.0677 0.011 0.088 -0.018
H -1.9885 2.8228 4.8936 0.044 0.069 0.049
C 2.9445 1.0096 -3.3824 0.057 -0.025 0.340
C 4.0025 0.6675 -2.3449 0.336 0.284 -0.613
C 5.0286 -0.3388 -2.8463 -0.218 0.197 0.297
O 3.4188 0.1929 -1.1062 -0.432 -0.457 0.321
P 2.2099 -0.8010 -0.8756 1.663 -0.268 -0.964
O 0.9208 -0.0063 -0.9531 -0.068 -0.080 0.132
C 2.8747 -1.5139 0.6815 -0.791 0.545 0.170
P 1.8922 -0.9618 2.1050 1.086 -0.912 1.224
O 0.8511 0.0591 1.7395 1.232 -0.496 0.850
O 1.3451 -2.0977 3.0352 0.764 0.803 -0.595
C 0.0940 -2.8256 3.0210 -0.836 -0.579 0.193
C 0.4057 -4.2665 2.6546 0.058 0.426 -0.062
C -0.5355 -2.6936 4.4010 0.314 0.153 -0.290
O 2.9284 -0.1675 2.9707 -0.511 -0.123 -0.612
C 3.7202 -0.5658 4.1177 0.418 -0.154 0.772
C 2.8487 -0.4922 5.3586 0.088 0.142 -0.301
C 4.3520 -1.9325 3.9254 -0.080 0.261 -0.131
O 2.3897 -1.7994 -2.0629 0.011 0.578 0.666
C 1.8177 -3.0412 -2.5216 -0.162 -0.789 -0.424
C 2.4551 -3.2898 -3.8833 -0.187 0.183 0.267
C 2.1148 -4.1665 -1.5451 -0.079 0.334 -0.039
H 3.3845 1.6256 -4.1631 0.012 0.009 -0.064
H 2.1261 1.5588 -2.9173 -0.018 0.090 -0.109
H 2.5463 0.1021 -3.8289 -0.052 -0.047 -0.115
H 4.5244 1.5785 -2.0265 -0.167 -0.163 -0.080
H 4.5433 -1.2443 -3.1941 -0.031 -0.079 -0.087
H 5.7139 -0.5934 -2.0420 0.149 -0.027 0.017
H 5.5942 0.0972 -3.6638 0.076 0.046 -0.102
H 3.8913 -1.1485 0.8039 -0.040 0.088 -0.025
H 2.8876 -2.5968 0.6163 -0.195 -0.077 -0.052
H -0.5617 -2.3658 2.2759 0.162 -0.049 0.153
H 1.1458 -4.6660 3.3431 0.026 -0.094 0.106
H 0.8037 -4.3076 1.6452 0.037 -0.098 -0.112
H -0.4921 -4.8749 2.7079 -0.104 -0.059 0.016
H 0.1222 -3.1087 5.1612 0.037 -0.061 0.073
H -1.4785 -3.2354 4.4258 -0.058 -0.033 -0.016
H -0.7243 -1.6470 4.6319 -0.041 0.074 0.072
H 4.4953 0.2097 4.1544 -0.169 -0.200 -0.001
H 2.1092 -1.2879 5.3413 -0.061 -0.079 0.088
H 2.3380 0.4674 5.3821 -0.050 0.083 0.114
H 3.4598 -0.5876 6.2511 0.053 -0.031 0.088
H 3.5841 -2.7003 3.8820 -0.015 -0.133 0.074
H 5.0109 -2.1431 4.7645 0.030 -0.031 0.020
H 4.9398 -1.9680 3.0114 0.151 -0.015 -0.071
H 0.7375 -2.9025 -2.6307 0.097 0.086 0.049
H 3.5333 -3.3894 -3.7769 0.075 -0.047 0.014
H 2.2469 -2.4676 -4.5637 -0.025 0.039 -0.070
H 2.0650 -4.2071 -4.3146 -0.055 -0.082 -0.033
H 3.1876 -4.2461 -1.3922 0.181 -0.085 -0.014
H 1.7511 -5.1106 -1.9406 -0.017 -0.082 -0.097
H 1.6238 -3.9714 -0.5977 0.024 -0.132 0.085
C -6.5693 2.3121 -4.4854 -0.031 0.025 -0.020
C -5.5919 2.4043 -3.3610 0.138 0.004 0.186
C -5.9096 3.0405 -2.1648 0.102 -0.069 -0.023
C -4.9670 3.1714 -1.1550 0.105 0.157 0.239
C -3.6995 2.6580 -1.3409 0.568 -0.031 -0.089
C -3.3687 1.9935 -2.5094 0.049 -0.020 -0.230
C -4.3124 1.8680 -3.5121 0.122 0.119 0.159
S -2.4721 2.9107 -0.0702 -1.175 0.369 1.460
O -2.1680 4.3075 0.0254 -0.071 -0.011 -0.428
O -2.8427 2.2879 1.1767 -0.495 0.440 -0.891
N -1.0694 2.1096 -0.5639 -0.869 0.830 -0.381
C -0.2534 2.9696 -1.2958 1.333 1.076 -0.997
C -0.6710 3.8361 -2.2882 0.175 -0.572 0.282
C 0.2405 4.7087 -2.8977 0.262 0.109 -0.013
C 1.5491 4.7776 -2.5008 -0.229 -0.004 -0.068
C 2.0098 3.9544 -1.4544 -0.334 -0.415 0.233
C 3.3067 4.0064 -0.9043 -0.098 -0.217 0.209
C 3.6173 3.1858 0.1509 -0.042 0.138 -0.141
C 2.6544 2.2957 0.6476 -0.108 0.018 0.140
N 1.4383 2.2149 0.1540 -0.097 0.077 0.035
C 1.1019 3.0281 -0.8727 -0.233 0.615 -0.580
H -7.5182 2.7626 -4.2170 -0.143 0.009 -0.032
H -6.7352 1.2765 -4.7740 -0.069 -0.081 -0.036
H -6.1724 2.8334 -5.3537 -0.044 0.047 -0.127
H -6.8993 3.4507 -2.0231 -0.045 0.035 0.008
H -5.1989 3.6766 -0.2304 -0.158 0.096 0.078
H -2.3777 1.5715 -2.6208 -0.056 -0.021 -0.105
H -4.0518 1.3649 -4.4333 0.026 -0.034 -0.078
H -1.7070 3.8717 -2.5861 0.011 0.005 -0.058
H -0.1232 5.3598 -3.6774 0.016 0.072 -0.071
H 2.2220 5.4796 -2.9638 0.146 0.111 -0.055
H 4.0318 4.7027 -1.3027 0.046 0.035 -0.018
H 4.5906 3.2155 0.6112 0.119 -0.011 0.066
H 2.8800 1.6542 1.4898 0.059 0.020 0.008
C -4.4529 -1.6359 -1.8473 -0.559 0.305 -0.062
N -3.1478 -1.8796 -1.2671 0.394 0.121 0.126
C -2.5325 -3.0736 -1.3449 0.423 -0.208 0.157
C -1.2963 -3.2646 -0.8259 -0.024 0.084 0.052
C -0.6244 -2.1525 -0.2150 0.232 -0.578 0.016
O 0.5510 -2.2273 0.2283 -0.552 -0.505 -0.186
N -1.2875 -0.9789 -0.1038 0.331 0.034 0.105
C -2.5391 -0.8139 -0.6044 -1.128 0.381 -0.133
O -3.1340 0.2410 -0.4730 -0.020 -0.885 0.043
H -4.7450 -2.4845 -2.4620 0.081 0.017 0.040
H -4.4161 -0.7262 -2.4498 -0.036 -0.149 0.037
H -5.1894 -1.4810 -1.0569 0.019 -0.022 -0.083
H -3.0723 -3.8699 -1.8383 -0.064 0.023 -0.030
H -0.8102 -4.2230 -0.8774 0.065 -0.061 -0.001

Record 2
99
Properties=species:S:1:pos:R:3:forces:R:3 method="wB97M-V/def2-TZVPD" charge=+2 multiplicity=5 e_tot_ev=-108761.1953 s2=6.076 homo_lumo_gap_ev="4.792 / 4.281" e_homo_ev="-9.6 / -12.4" max_force_ev_per_a=4.8
P -1.8851 1.0615 -4.4564 2.071 -1.732 3.098
C -1.7029 -0.7137 -4.6352 -0.866 0.236 -0.058
C -2.9525 -1.1262 -5.1690 0.448 0.208 -0.460
H -3.8466 -0.5278 -4.9688 0.232 -0.100 -0.272
C -2.9978 -2.1756 -6.0599 -0.315 -0.432 -0.010
H -3.9202 -2.3200 -6.6041 -0.017 -0.404 0.032
C -1.8715 -2.9702 -6.2729 -0.437 0.504 -0.079
H -1.9263 -3.7847 -6.9933 0.152 0.156 0.222
C -0.7010 -2.6957 -5.5639 0.276 0.093 0.539
H 0.1418 -3.3686 -5.6822 -0.031 0.093 0.153
C -0.5837 -1.5753 -4.7340 -0.317 -0.082 -0.508
H 0.3239 -1.4319 -4.1434 -0.172 0.333 -0.484
C -2.8323 1.4253 -2.9723 0.209 0.504 0.112
C -3.5480 0.5058 -2.1774 -0.091 0.219 -0.246
H -3.2604 -0.5483 -2.1386 -0.276 0.305 -0.346
C -4.6041 0.9836 -1.4035 0.180 -0.295 0.096
H -5.1953 0.2813 -0.8273 0.078 0.018 0.026
C -4.9454 2.3342 -1.3970 0.060 0.025 -0.281
H -5.8399 2.6814 -0.8838 0.203 -0.121 -0.056
C -4.1393 3.2422 -2.0772 0.247 0.365 0.254
H -4.3781 4.2972 -2.1004 -0.012 0.029 0.253
C -3.0309 2.8109 -2.7852 -0.412 -0.412 -0.494
H -2.3591 3.5170 -3.2808 -0.428 -0.082 -0.065
C -0.2655 1.8645 -4.4858 -0.192 0.544 -1.111
C -0.2139 2.2749 -5.8379 -0.077 0.265 0.536
H -0.9817 1.9301 -6.5333 0.210 0.064 0.032
C 0.6976 3.2072 -6.2749 0.332 0.133 -0.317
H 0.5750 3.5394 -7.2936 0.402 0.186 -0.130
C 1.6820 3.6943 -5.4206 -0.492 -0.237 -0.217
H 2.3976 4.4250 -5.8012 -0.148 -0.227 0.335
C 1.7078 3.2232 -4.1055 -0.066 -0.208 0.206
H 2.5001 3.5854 -3.4514 -0.213 -0.206 -0.015
C 0.7465 2.3273 -3.6049 -0.104 0.106 -0.417
H 0.8557 1.9853 -2.5718 -0.299 0.028 -0.336
Pt 0.9950 -0.9184 1.4041 0.981 -0.642 2.542
C 0.1863 0.8432 2.2610 0.672 -0.392 0.952
C -0.5655 1.7626 1.6226 0.655 -0.708 0.998
H 0.5092 0.8929 3.3396 -0.941 0.630 -0.938
C -0.8663 1.6825 0.1511 -1.490 0.010 -1.125
O -0.4565 2.8819 -0.4579 0.692 1.818 -0.703
H -0.5682 2.8624 -1.4308 -0.088 -0.261 0.867
C -0.3316 0.5609 -0.5987 1.100 -0.864 0.925
H -1.9370 1.6266 -0.0555 -0.690 0.048 0.629
C 0.4468 -0.4360 -0.2921 -1.691 0.780 -4.444
Cl 1.7703 -2.9791 -0.0333 0.477 -0.901 -0.084
P 3.0720 0.0543 0.7610 -0.342 -0.381 0.259
P -0.9396 -2.2855 1.5927 0.611 0.329 -0.158
C 4.4062 -1.1616 0.9092 0.248 0.308 -0.173
H 4.2184 -1.9623 0.1819 0.066 0.194 0.264
H 4.4026 -1.5836 1.9211 0.053 0.079 -0.262
H 5.3680 -0.6732 0.7038 -0.127 -0.170 0.097
C 3.2761 0.8515 -0.8657 0.198 0.087 -0.060
H 2.8142 1.8489 -0.8567 0.049 -0.293 0.030
H 2.8106 0.2453 -1.6544 0.168 0.106 0.242
H 4.3525 0.9564 -1.0717 -0.327 0.009 -0.007
C 3.3595 1.3488 1.9857 0.560 0.275 -0.126
H 3.2182 0.9257 2.9869 0.098 0.105 -0.183
H 2.6317 2.1527 1.8219 0.152 -0.161 0.061
H 4.3781 1.7389 1.8805 -0.156 0.102 0.206
C -0.3898 -3.8037 2.3996 -0.358 -0.244 0.047
H -0.0006 -3.5601 3.3939 -0.106 -0.110 -0.145
H 0.4174 -4.2374 1.7964 -0.227 0.114 0.144
H -1.2260 -4.5077 2.4755 0.163 0.021 0.122
C -2.1194 -1.4588 2.6820 -0.508 -0.329 0.109
H -2.5394 -0.5886 2.1617 0.102 -0.167 0.111
H -1.5992 -1.1183 3.5835 -0.117 -0.092 -0.140
H -2.9253 -2.1505 2.9534 0.006 0.237 0.078
C -1.8945 -2.7774 0.1216 -0.185 -0.143 0.068
H -1.2185 -3.1383 -0.6635 -0.088 0.086 0.255
H -2.4758 -1.9242 -0.2555 0.213 -0.197 0.135
H -2.5846 -3.5848 0.4126 0.149 0.223 -0.178
P -1.2016 3.1756 2.5264 0.820 -1.675 -1.523
C -1.0517 2.8325 4.2675 -0.260 0.520 0.251
C -2.9058 3.4067 2.0529 -0.391 0.485 0.390
H -0.0011 2.6357 4.5325 -0.486 0.169 -0.066
H -1.6963 1.9839 4.5505 0.294 0.379 -0.112
H -1.4065 3.7618 4.7414 0.181 -0.415 0.311
H -3.0198 3.5743 0.9738 0.211 -0.031 0.295
H -3.2174 4.3049 2.5999 -0.366 -0.103 -0.229
H -3.5286 2.5578 2.3652 0.245 0.200 -0.046
C -0.2411 4.5867 2.0283 -0.262 0.659 0.458
H 0.7919 4.4808 2.3825 -0.280 0.053 -0.036
H -0.7349 5.4358 2.5167 0.438 0.262 -0.223
H -0.2539 4.6846 0.9351 -0.092 -0.086 0.419
H 0.7899 -1.1816 -1.0035 -0.133 0.123 -0.466
Cl 4.4774 -4.6430 2.4608 0.193 -0.052 -0.437
C 3.9292 -4.4842 4.0694 -0.687 0.310 1.035
C 4.4029 -5.3340 5.0512 -0.155 0.054 0.198
C 3.9191 -5.2276 6.3668 0.123 -0.006 -0.361
C 2.9701 -4.2539 6.6975 -0.212 0.188 0.281
C 2.5088 -3.3664 5.7457 0.478 -0.279 -0.302
C 2.9736 -3.4559 4.3963 0.160 -0.223 0.412
C 2.5025 -2.5642 3.4414 -0.020 -0.068 -0.579
H 5.1484 -6.0804 4.7856 -0.181 0.115 0.114
H 4.2908 -5.9126 7.1261 -0.095 0.171 -0.165
H 2.5892 -4.1835 7.7189 0.181 -0.085 -0.306
H 1.7760 -2.5887 5.9756 0.249 -0.291 0.059
H 1.9346 -1.6913 3.7471 -0.211 0.077 0.134
H 2.6126 -2.7986 2.3882 0.150 0.162 0.086